[1]
Here is C5H6O as an isolated structure from the Open Molecules 2025 dataset. Energies are from ωB97M-V/def2-TZVPD.

For the maximum force, the calculation gives 0.2 eV Å⁻¹. The spin multiplicity is 1. The value obtained for the HOMO-LUMO gap is 8.443 eV. The calculation puts the HOMO energy at -7.432 eV. Its net charge is 0.

```
12
Properties=species:S:1:pos:R:3:nbo_charge:R:1
C 0.72 -0.90 0.23 -0.404
C -0.64 -0.94 0.59 -0.331
C -1.39 0.12 0.02 -0.254
C -0.70 1.22 -0.42 0.007
O 0.53 1.49 0.23 -0.520
C 1.16 0.40 -0.28 0.068
H 1.56 -0.28 0.90 0.327
H 1.28 -1.79 -0.04 0.247
H -1.09 -1.83 1.02 0.220
H -2.44 0.00 -0.20 0.225
H -1.03 1.97 -1.13 0.200
H 2.04 0.54 -0.92 0.215
```



[2]
Here is one molecule with the formula C5H6O from the Open Molecules 2025 dataset. Energies are from ωB97M-V/def2-TZVPD.

For the maximum force, the calculation gives 0.9 eV Å⁻¹. The spin multiplicity is 1. The value obtained for the HOMO-LUMO gap is 9.796 eV. As for the SMILES: O=C=CC1CC1. The calculation puts the HOMO energy at -8.743 eV. Its net charge is 0.

```
12
Properties=species:S:1:pos:R:3:nbo_charge:R:1
O 2.66 -0.57 0.56 -0.470
C 1.88 0.28 0.37 0.732
C 0.91 1.14 0.15 -0.555
C -0.27 0.46 -0.47 -0.223
C -0.35 -1.02 -0.21 -0.427
C -1.45 -0.13 0.26 -0.409
H 1.10 2.21 0.21 0.258
H -0.52 0.82 -1.47 0.219
H 0.28 -1.44 0.57 0.219
H -0.46 -1.69 -1.06 0.220
H -2.38 -0.17 -0.30 0.216
H -1.56 0.01 1.34 0.220
```



[3]
Here is one molecule with the formula C5H6O from the Open Molecules 2025 dataset. Energies are from ωB97M-V/def2-TZVPD.

For the maximum force, the calculation gives 11.7 eV Å⁻¹. The spin multiplicity is 1. The value obtained for the HOMO-LUMO gap is 9.286 eV. As for the SMILES: C1=CCOC=C1. The calculation puts the HOMO energy at -8.325 eV. Its net charge is 0.

```
12
Properties=species:S:1:pos:R:3:nbo_charge:R:1
C 0.55 -0.56 1.16 -0.186
C -0.81 -0.34 1.14 -0.246
C -1.40 0.54 -0.04 -0.082
O -0.45 0.48 -1.13 -0.519
C 0.86 0.15 -0.95 0.193
C 1.42 -0.45 -0.08 -0.380
H 1.15 -0.84 2.05 0.213
H -1.28 -0.57 2.02 0.207
H -2.31 0.18 -0.57 0.212
H -1.42 1.71 0.47 0.173
H 1.42 0.51 -1.83 0.175
H 2.33 -0.88 -0.41 0.240
```



[4]
Here is C5H6O as an isolated structure from the Open Molecules 2025 dataset. Energies are from ωB97M-V/def2-TZVPD.

For the maximum force, the calculation gives 7.0 eV Å⁻¹. The spin multiplicity is 1. The value obtained for the HOMO-LUMO gap is 10.407 eV. The calculation puts the HOMO energy at -9.514 eV. Its net charge is 0.

```
12
Properties=species:S:1:pos:R:3:nbo_charge:R:1
C -1.69 -1.01 -1.68 -0.212
C -1.10 -0.42 -0.84 -0.017
C -0.41 0.27 0.18 -0.402
C 0.93 0.81 -0.19 -0.028
O 1.70 0.22 0.85 -0.547
C 0.49 -0.46 1.19 -0.031
H -2.21 -1.54 -2.43 0.235
H -1.06 1.03 0.63 0.245
H 1.38 0.63 -1.16 0.202
H 1.12 2.00 0.22 0.171
H 0.23 -0.01 2.34 0.183
H 0.60 -1.52 0.99 0.202
```



[5]
Here is one molecule with the formula C5H6O from the Open Molecules 2025 dataset. Energies are from ωB97M-V/def2-TZVPD.

For the maximum force, the calculation gives 3.2 eV Å⁻¹. The spin multiplicity is 1. The value obtained for the HOMO-LUMO gap is 10.622 eV. The calculation puts the HOMO energy at -9.456 eV. Its net charge is 0.

```
12
Properties=species:S:1:pos:R:3:nbo_charge:R:1
C 0.81 0.98 -0.17 -0.403
C -0.53 0.69 0.58 0.037
O -1.17 0.67 -0.74 -0.498
C 0.05 0.05 -1.11 0.040
C 0.01 -1.36 -0.16 -0.232
C -0.45 -0.79 0.93 -0.232
H 0.88 2.05 -0.41 0.220
H 1.76 0.58 0.20 0.208
H -0.98 1.37 1.29 0.200
H 0.17 -0.58 -1.96 0.225
H 0.20 -2.44 -0.33 0.222
H -0.76 -1.22 1.87 0.213
```



[6]
Here is one molecule with the formula C5H6O from the Open Molecules 2025 dataset. Energies are from ωB97M-V/def2-TZVPD.

For the maximum force, the calculation gives 1.4 eV Å⁻¹. The spin multiplicity is 1. The value obtained for the HOMO-LUMO gap is 10.047 eV. As for the SMILES: C=C=C(C)C=O. The calculation puts the HOMO energy at -9.717 eV. Its net charge is 0.

```
12
Properties=species:S:1:pos:R:3:nbo_charge:R:1
C -0.92 2.05 0.33 -0.503
C -0.15 1.04 0.07 0.173
C 0.25 -0.20 -0.01 -0.231
C 0.32 -0.97 -1.30 -0.622
C 0.61 -0.86 1.27 0.417
O 1.07 -1.97 1.34 -0.525
H -1.83 1.53 0.63 0.247
H -0.75 3.13 0.36 0.244
H -0.34 -0.52 -2.06 0.221
H 1.35 -0.95 -1.67 0.228
H 0.03 -2.01 -1.14 0.235
H 0.36 -0.26 2.17 0.116
```



[7]
Here is one molecule with the formula C5H6O from the Open Molecules 2025 dataset. Energies are from ωB97M-V/def2-TZVPD.

For the maximum force, the calculation gives 0.4 eV Å⁻¹. The spin multiplicity is 1. The value obtained for the HOMO-LUMO gap is 8.328 eV. As for the SMILES: C=C=C=C(C)O. The calculation puts the HOMO energy at -8.235 eV. Its net charge is 0.

```
12
Properties=species:S:1:pos:R:3:nbo_charge:R:1
C 0.89 0.09 2.44 -0.619
C 0.08 -0.42 1.55 0.126
C -0.64 -0.67 0.51 -0.340
C -0.37 -0.01 -0.66 0.467
C -0.70 -0.46 -2.04 -0.682
O 0.16 1.21 -0.61 -0.637
H 1.69 -0.46 2.92 0.233
H 0.74 1.13 2.75 0.227
H -0.56 -1.54 -2.13 0.242
H -1.75 -0.23 -2.25 0.250
H -0.08 0.07 -2.77 0.233
H 0.54 1.29 0.29 0.499
```



[8]
Here is one molecule with the formula C5H6O from the Open Molecules 2025 dataset. Energies are from ωB97M-V/def2-TZVPD.

For the maximum force, the calculation gives 0.6 eV Å⁻¹. The spin multiplicity is 1. The value obtained for the HOMO-LUMO gap is 10.738 eV. As for the SMILES: C#C[C@@H](C)C=O. The calculation puts the HOMO energy at -9.906 eV. Its net charge is 0.

```
12
Properties=species:S:1:pos:R:3:nbo_charge:R:1
C 1.98 -1.36 -0.72 -0.220
C 1.02 -0.77 -0.31 -0.018
C -0.16 -0.14 0.30 -0.408
C -0.04 1.36 0.56 -0.591
C -1.44 -0.49 -0.45 0.461
O -2.37 0.26 -0.56 -0.507
H 2.83 -1.89 -1.08 0.240
H -0.28 -0.66 1.27 0.255
H 0.86 1.58 1.14 0.219
H 0.01 1.92 -0.38 0.221
H -0.92 1.71 1.11 0.229
H -1.47 -1.52 -0.87 0.120
```



[9]
Here is one molecule with the formula C5H6O from the Open Molecules 2025 dataset. Energies are from ωB97M-V/def2-TZVPD.

For the maximum force, the calculation gives 1.5 eV Å⁻¹. The spin multiplicity is 1. The value obtained for the HOMO-LUMO gap is 10.362 eV. As for the SMILES: C#CCC(C)=O. The calculation puts the HOMO energy at -9.755 eV. Its net charge is 0.

```
12
Properties=species:S:1:pos:R:3:nbo_charge:R:1
C 0.59 -1.68 1.93 -0.292
C -0.35 -1.13 1.40 0.039
C -0.99 -0.10 0.60 -0.593
C 0.24 0.52 -0.13 0.623
C 0.24 0.58 -1.63 -0.724
O 1.19 0.91 0.50 -0.530
H 1.49 -1.16 2.16 0.261
H -1.75 -0.47 -0.09 0.241
H -1.42 0.66 1.26 0.258
H 0.01 1.61 -1.93 0.248
H -0.49 -0.09 -2.09 0.220
H 1.24 0.35 -1.99 0.249
```



[10]
Here is one molecule with the formula C5H6O from the Open Molecules 2025 dataset. Energies are from ωB97M-V/def2-TZVPD.

For the maximum force, the calculation gives 1.1 eV Å⁻¹. The spin multiplicity is 1. The value obtained for the HOMO-LUMO gap is 10.602 eV. As for the SMILES: CC#CC(C)=O. The calculation puts the HOMO energy at -9.785 eV. Its net charge is 0.

```
12
Properties=species:S:1:pos:R:3:nbo_charge:R:1
C -2.30 0.17 -0.35 -0.709
C -0.93 0.11 -0.84 0.154
C 0.26 -0.06 -1.03 -0.208
C 1.13 -0.70 -0.01 0.552
C 2.10 0.19 0.73 -0.705
O 0.94 -1.84 0.35 -0.539
H -2.74 1.08 -0.76 0.248
H -2.89 -0.72 -0.63 0.247
H -2.28 0.23 0.75 0.256
H 2.40 1.07 0.16 0.225
H 1.61 0.53 1.65 0.239
H 2.95 -0.42 1.01 0.240
```



[11]
Here is one molecule with the formula C5H6O from the Open Molecules 2025 dataset. Energies are from ωB97M-V/def2-TZVPD.

For the maximum force, the calculation gives 6.6 eV Å⁻¹. The spin multiplicity is 1. The value obtained for the HOMO-LUMO gap (spin up / spin down) is 8.330 / 8.331 eV. As for the SMILES: C1=C[C@H]2O[C@H]2C1. The calculation puts the HOMO energy (spin up / spin down) at -8.667 / -8.668 eV. Its net charge is 0.

```
12
Properties=species:S:1:pos:R:3:nbo_charge:R:1
C -1.97 -1.90 0.66 -0.282
C -1.80 -2.09 -0.64 -0.204
C -1.59 -0.85 -1.46 0.001
O -2.68 0.07 -1.45 -0.471
C -1.60 0.31 -0.56 0.062
C -1.80 -0.08 0.89 -0.605
H -3.00 -1.18 1.02 0.365
H -2.30 -3.01 -1.01 0.230
H -1.01 -0.89 -2.38 0.198
H -1.00 1.20 -0.79 0.200
H -0.96 0.45 1.38 0.246
H -2.40 0.14 1.79 0.260
```



[12]
Here is one molecule with the formula C5H6O from the Open Molecules 2025 dataset. Energies are from ωB97M-V/def2-TZVPD.

For the maximum force, the calculation gives 0.7 eV Å⁻¹. The spin multiplicity is 1. The value obtained for the HOMO-LUMO gap is 10.617 eV. As for the SMILES: C#CC(=O)CC. The calculation puts the HOMO energy at -10.278 eV. Its net charge is 0.

```
12
Properties=species:S:1:pos:R:3:nbo_charge:R:1
C 0.85 -0.58 2.56 -0.149
C -0.13 -0.63 1.85 -0.132
C -0.83 -0.50 0.57 0.525
O -2.01 -0.62 0.36 -0.494
C 0.21 -0.18 -0.50 -0.485
C -0.27 0.81 -1.56 -0.605
H 1.74 -0.51 3.14 0.237
H 1.10 0.18 0.02 0.221
H 0.48 -1.14 -0.96 0.234
H 0.59 1.13 -2.16 0.214
H -0.72 1.69 -1.10 0.213
H -1.01 0.36 -2.22 0.221
```



[13]
Here is one molecule with the formula C5H6O from the Open Molecules 2025 dataset. Energies are from ωB97M-V/def2-TZVPD.

For the maximum force, the calculation gives 1.2 eV Å⁻¹. The spin multiplicity is 1. The value obtained for the HOMO-LUMO gap is 11.010 eV. As for the SMILES: C#CC[C@H]1CO1. The calculation puts the HOMO energy at -10.079 eV. Its net charge is 0.

```
12
Properties=species:S:1:pos:R:3:nbo_charge:R:1
C 2.77 -0.25 0.08 -0.224
C 1.62 -0.35 -0.28 -0.015
C 0.25 -0.73 0.08 -0.497
C -0.64 0.45 0.32 0.063
C -1.73 0.72 -0.61 -0.110
O -1.97 0.10 0.65 -0.486
H 3.66 -0.32 0.64 0.235
H 0.41 -1.24 1.03 0.241
H -0.20 -1.44 -0.61 0.234
H -0.21 1.26 0.91 0.192
H -1.83 0.07 -1.48 0.179
H -2.13 1.73 -0.72 0.187
```



[14]
Here is one molecule with the formula C5H6O from the Open Molecules 2025 dataset. Energies are from ωB97M-V/def2-TZVPD.

For the maximum force, the calculation gives 9.8 eV Å⁻¹. The spin multiplicity is 3. The value obtained for the HOMO-LUMO gap (spin up / spin down) is 6.983 / 7.810 eV. The calculation puts the HOMO energy (spin up / spin down) at -5.866 / -9.810 eV. Its net charge is 0. Its expectation value of S² is 2.007.

```
12
Properties=species:S:1:pos:R:3:nbo_charge:R:1
C 1.59 0.83 -0.03 -0.171
C 0.59 0.72 0.86 -0.178
C 0.77 0.03 -1.17 0.005
C -0.27 -0.05 -0.09 0.162
C -1.38 -0.98 0.37 -0.627
O -0.46 0.75 -1.30 -0.461
H 2.54 1.44 -0.08 0.193
H 0.35 1.38 1.77 0.188
H 1.28 -0.70 -1.81 0.217
H -1.16 -1.43 1.31 0.224
H -1.69 -1.72 -0.33 0.224
H -2.15 -0.28 0.51 0.225
```



[15]
Here is C5H6O2 as an isolated structure from the Open Molecules 2025 dataset. Energies are from ωB97M-V/def2-TZVPD.

For the maximum force, the calculation gives 3.4 eV Å⁻¹. The spin multiplicity is 1. The value obtained for the HOMO-LUMO gap (spin up / spin down) is 6.328 / 6.326 eV. The calculation puts the HOMO energy (spin up / spin down) at -7.630 / -7.628 eV. Its net charge is 0.

```
13
Properties=species:S:1:pos:R:3:nbo_charge:R:1
O 2.38 -1.10 2.35 -1.035
C 0.60 0.06 0.12 0.091
C -0.20 1.35 -0.14 -0.061
O 0.05 1.34 -1.55 -0.458
C 0.23 -0.07 -1.39 -0.025
C -1.08 -0.54 -0.84 -0.124
C -1.41 0.48 0.01 -0.103
H 1.84 -1.50 1.68 0.379
H 0.44 -0.63 1.57 0.318
H -0.11 2.24 0.50 0.249
H 0.71 -0.64 -2.20 0.251
H -1.39 -1.57 -0.98 0.259
H -2.05 0.57 0.88 0.258
```



[16]
Here is one molecule with the formula C5H6O2 from the Open Molecules 2025 dataset. Energies are from ωB97M-V/def2-TZVPD.

For the maximum force, the calculation gives 1.3 eV Å⁻¹. The spin multiplicity is 1. The value obtained for the HOMO-LUMO gap is 11.372 eV. As for the SMILES: C#C[C@@H](C)OC=O. The calculation puts the HOMO energy at -10.384 eV. Its net charge is 0.

```
13
Properties=species:S:1:pos:R:3:nbo_charge:R:1
C -1.39 2.62 0.06 -0.191
C -0.78 1.58 0.14 -0.042
C -0.09 0.29 0.33 0.007
C -0.74 -0.94 -0.33 -0.597
O 1.20 0.23 -0.34 -0.520
C 1.87 -0.92 0.01 0.637
O 1.91 -1.39 1.11 -0.556
H -1.94 3.54 -0.03 0.242
H 0.08 0.14 1.41 0.234
H -1.48 -1.47 0.25 0.222
H 0.08 -1.69 -0.43 0.205
H -1.09 -0.65 -1.32 0.225
H 2.36 -1.35 -0.87 0.135
```



[17]
Here is one molecule with the formula C5H6O2 from the Open Molecules 2025 dataset. Energies are from ωB97M-V/def2-TZVPD.

For the maximum force, the calculation gives 3.2 eV Å⁻¹. The spin multiplicity is 1. The value obtained for the HOMO-LUMO gap is 9.559 eV. As for the SMILES: C#CO/C=C(\C)O. The calculation puts the HOMO energy at -8.776 eV. Its net charge is 0.

```
13
Properties=species:S:1:pos:R:3:nbo_charge:R:1
C 1.82 -2.10 -0.60 -0.358
C 0.74 -1.63 -0.83 0.280
O -0.54 -1.22 -1.07 -0.465
C -0.34 0.14 -1.04 -0.033
C -0.46 0.91 0.06 0.308
C -0.89 0.39 1.40 -0.673
O -0.16 2.25 0.04 -0.669
H 2.76 -2.54 -0.35 0.244
H -0.15 0.54 -2.03 0.179
H -1.32 -0.61 1.34 0.237
H -0.03 0.35 2.08 0.232
H -1.65 1.05 1.84 0.234
H 0.22 2.48 -0.82 0.482
```



[18]
Here is a 2-piece molecular cluster, C5H6O2 overall from the Open Molecules 2025 dataset. Energies are from ωB97M-V/def2-TZVPD.

For the maximum force, the calculation gives 0.6 eV Å⁻¹. The spin multiplicity is 1. The value obtained for the HOMO-LUMO gap is 10.668 eV. As for the SMILES: C#CCC=O.C=O. The calculation puts the HOMO energy at -10.059 eV. Its net charge is 0.

```
13
Properties=species:S:1:pos:R:3:nbo_charge:R:1
C -0.59 2.08 -0.99 -0.216
C -0.14 0.99 -1.18 -0.019
C 0.45 -0.34 -1.35 -0.594
C 1.49 -0.61 -0.27 0.459
O 1.55 -1.63 0.36 -0.512
H -1.00 3.06 -0.82 0.246
H 0.95 -0.42 -2.33 0.261
H -0.31 -1.13 -1.30 0.254
H 2.21 0.22 -0.10 0.123
C -1.15 -0.56 1.99 0.274
O -1.76 0.32 2.54 -0.496
H -0.09 -0.76 2.20 0.118
H -1.62 -1.22 1.24 0.103
```



[19]
Here is one molecule with the formula C5H6O2 from the Open Molecules 2025 dataset. Energies are from ωB97M-V/def2-TZVPD.

For the maximum force, the calculation gives 2.4 eV Å⁻¹. The spin multiplicity is 1. The value obtained for the HOMO-LUMO gap is 9.431 eV. As for the SMILES: CC(=O)CC=C=O. The calculation puts the HOMO energy at -8.794 eV. Its net charge is 0.

```
13
Properties=species:S:1:pos:R:3:nbo_charge:R:1
C -1.61 -0.72 0.08 -0.716
C -0.37 -0.07 0.66 0.616
O 0.29 -0.59 1.53 -0.598
C 0.16 1.20 0.05 -0.498
C 1.19 0.42 -0.71 -0.571
C 1.96 -0.46 -0.09 0.767
O 2.79 -1.24 0.15 -0.439
H -2.42 -0.36 0.70 0.242
H -1.58 -1.80 0.16 0.241
H -1.84 -0.45 -0.95 0.225
H 0.58 1.86 0.81 0.233
H -0.50 1.74 -0.62 0.228
H 1.36 0.46 -1.77 0.269
```



[20]
Here is one molecule with the formula C5H6O2 from the Open Molecules 2025 dataset. Energies are from ωB97M-V/def2-TZVPD.

For the maximum force, the calculation gives 6.2 eV Å⁻¹. The spin multiplicity is 1. The value obtained for the HOMO-LUMO gap is 10.139 eV. As for the SMILES: C1[C@@H]2O[C@@H]3[C@H]1[C@@H]3O2. The calculation puts the HOMO energy at -9.165 eV. Its net charge is 0.

```
13
Properties=species:S:1:pos:R:3:nbo_charge:R:1
C -0.80 0.91 -0.11 -0.451
C -1.24 -0.50 0.18 0.345
O -0.33 -0.76 1.17 -0.506
C 0.91 -0.36 0.76 0.045
C 0.65 0.75 -0.20 -0.296
C 0.84 -0.72 -0.64 0.027
O -0.47 -1.18 -0.97 -0.526
H -1.26 1.63 -0.92 0.227
H -1.14 1.31 0.74 0.213
H -2.22 -0.93 0.18 0.225
H 1.87 -0.81 1.44 0.234
H 1.50 1.58 -0.41 0.249
H 1.68 -0.92 -1.22 0.214
```



How do the records compare in energy above the lowest of the compared OMol25 structures with the same formula, charge and spin? In the order shown, they have 4.121 1.616 3.351 4.263 3.504 1.892 3.257 1.842 2.914 2.286 7.215 2.015 3.321 2.684 10.274 2.643 3.786 3.204 1.593 4.036 eV.
How do the records compare in DFT total energy? In the order shown, they have -7325.1630 -7327.6683 -7325.9336 -7325.0218 -7325.7806 -7327.3929 -7326.0277 -7327.4423 -7326.3710 -7326.9982 -7322.0693 -7327.2700 -7325.9633 -7322.0819 -9366.8212 -9374.4530 -9373.3099 -9373.8921 -9375.5025 -9373.0594 eV.